1.
Below is a structure of composition C49H132F3MnN12O15S, with properties calculated with ωB97M-V/def2-TZVPD.

Geometry (Å):
Mn  -4.01214  -0.12024  -2.59351
C  0.07899  0.38494  -0.47011
F  -0.59591  1.43616  -0.09390
F  0.82860  0.57549  -1.54910
F  0.83243  -0.09726  0.49876
S  -1.12289  -1.00750  -0.94455
O  -2.08925  -0.49961  -1.96449
O  -0.27748  -2.05229  -1.46209
O  -1.88119  -1.36445  0.24283
C  6.70390  1.04410  3.31434
C  6.48969  -0.42658  3.12390
C  6.01393  -0.78285  1.72464
O  4.79785  -0.11077  1.45639
C  4.34487  -0.18978  0.12159
N  7.68203  -1.17619  3.54353
H  6.88474  1.28087  4.36991
H  5.89108  1.70700  3.02145
H  7.62681  1.43533  2.87386
H  5.69424  -0.69085  3.83331
H  5.94977  -1.83413  1.41695
H  6.83419  -0.50894  1.04058
H  5.16277  -0.32731  -0.58776
H  3.91327  0.78501  -0.12713
H  3.54398  -0.90798  -0.07519
H  7.84596  -0.98691  4.52678
H  7.53699  -2.18026  3.52388
C  -1.52344  4.90662  -6.52287
C  -0.50628  3.81011  -6.83163
C  -0.87088  2.43308  -6.22864
O  -0.82765  2.34712  -4.82163
C  0.36795  2.65439  -4.17232
N  -0.41196  3.61636  -8.26587
H  -2.47101  4.68998  -7.01559
H  -1.08744  5.82304  -6.91795
H  -1.65575  4.91269  -5.44078
H  0.43026  4.16186  -6.37888
H  -0.07594  1.76459  -6.60126
H  -1.78131  1.99835  -6.64392
H  1.26162  2.15694  -4.55583
H  0.19984  2.48802  -3.10772
H  0.54805  3.73742  -4.12361
H  0.05729  2.72956  -8.42626
H  0.10723  4.31094  -8.78517
C  -5.82192  0.18660  1.34653
C  -5.38360  0.39850  -0.09916
C  -4.60164  1.69448  -0.33791
O  -3.96658  1.74990  -1.61263
C  -3.25807  2.97557  -1.85497
N  -4.57490  -0.76115  -0.52488
H  -6.41055  -0.72690  1.44476
H  -6.44108  0.96201  1.80832
H  -5.00201  0.15006  2.07026
H  -6.31135  0.36419  -0.68095
H  -3.84497  1.86802  0.43431
H  -5.33099  2.50949  -0.27719
H  -2.98492  3.02751  -2.90468
H  -2.36406  3.01451  -1.23206
H  -3.88745  3.81261  -1.55092
H  -3.75355  -0.79391  0.09417
H  -5.02308  -1.60927  -0.17693
C  -1.98301  -5.99874  -1.61762
C  -0.54651  -5.94190  -2.07886
C  -0.02877  -7.15882  -2.86113
O  -0.07199  -8.29103  -2.06136
C  0.19310  -9.50330  -2.70750
N  -0.23188  -4.70412  -2.76332
H  -2.70960  -5.89406  -2.42707
H  -2.16903  -5.22357  -0.86683
H  -2.18228  -6.91882  -1.06490
H  0.03707  -5.98465  -1.15224
H  1.01087  -6.98825  -3.17718
H  -0.59074  -7.11387  -3.80790
H  1.20480  -9.47210  -3.12945
H  -0.48731  -9.71606  -3.54120
H  0.11329  -10.38591  -2.07663
H  0.76685  -4.48276  -2.67678
H  -0.67743  -3.93348  -2.27397
C  -1.91666  5.87842  -2.78721
C  -1.87549  6.75834  -1.54834
C  -2.60157  6.16047  -0.34782
O  -1.92363  4.99206  0.10233
C  -2.50399  4.36573  1.24556
N  -0.47577  7.02368  -1.20523
H  -2.93173  5.60239  -3.09058
H  -1.37433  4.93659  -2.67077
H  -1.52226  6.40823  -3.65336
H  -2.30704  7.71767  -1.84191
H  -3.64926  5.87344  -0.50238
H  -2.49374  6.86867  0.48481
H  -3.52815  4.07419  0.99938
H  -2.44978  5.15398  2.00214
H  -1.89707  3.51969  1.55522
H  -0.15254  6.15676  -0.76991
H  -0.33353  7.66165  -0.42615
C  3.22147  -5.61606  0.38345
C  2.22621  -5.45749  1.53916
C  1.50446  -4.12261  1.43767
O  0.68791  -3.96380  2.57654
C  -0.27668  -2.92719  2.51175
N  1.34292  -6.63563  1.51683
H  3.77954  -4.69096  0.23065
H  2.71972  -5.96274  -0.51774
H  3.95887  -6.35450  0.70046
H  2.69840  -5.42942  2.52502
H  0.87844  -4.13176  0.53033
H  2.19073  -3.26778  1.36539
H  0.14637  -1.99034  2.13210
H  -0.60278  -2.70703  3.52623
H  -1.09684  -3.16844  1.83364
H  0.46556  -6.44212  1.99516
H  1.03446  -6.78804  0.56343
C  1.28136  4.17721  0.48742
C  2.79382  4.18385  0.43434
C  3.44280  5.00901  -0.66363
O  3.20368  4.36577  -1.89959
C  4.11453  4.75032  -2.93303
N  3.35489  4.52689  1.74512
H  1.00756  3.33991  1.14097
H  0.81959  3.92172  -0.46789
H  0.84102  5.06378  0.94318
H  3.15796  3.16601  0.23308
H  4.51344  5.10121  -0.44453
H  3.02827  6.01888  -0.77102
H  3.75061  4.24099  -3.82427
H  5.12313  4.46237  -2.63990
H  4.03884  5.80786  -3.20082
H  3.00941  3.82763  2.39950
H  4.34379  4.29153  1.69637
C  -1.20739  -1.10451  -5.07420
C  -2.68311  -0.72366  -5.20724
C  -3.65223  -1.86460  -4.93349
O  -3.70513  -2.03514  -3.51335
C  -3.61994  -3.37671  -3.06830
N  -3.00262  0.49655  -4.41077
H  -0.55957  -0.26002  -5.30949
H  -1.01879  -1.82346  -5.87570
H  -0.91053  -1.51772  -4.11307
H  -2.87150  -0.44839  -6.25168
H  -3.48523  -2.78158  -5.49371
H  -4.66553  -1.51580  -5.17732
H  -2.65004  -3.79530  -3.35748
H  -4.37056  -4.03602  -3.51305
H  -3.65169  -3.53705  -1.99171
H  -2.18432  1.10566  -4.37883
H  -3.54126  1.05059  -5.08085
C  4.40119  -3.66472  -3.72781
C  3.65989  -2.74898  -2.73823
C  3.80812  -1.29531  -3.23058
O  5.08403  -0.78776  -2.96483
C  5.35825  0.49291  -3.50839
N  2.27804  -3.25387  -2.70729
H  4.02491  -3.55067  -4.74497
H  4.26906  -4.70057  -3.41548
H  5.46822  -3.43903  -3.70375
H  4.04032  -2.90203  -1.72808
H  3.05041  -0.73238  -2.66064
H  3.48835  -1.20146  -4.27628
H  6.29129  0.78641  -3.03167
H  4.62787  1.26172  -3.23664
H  5.44776  0.42488  -4.59377
H  1.88880  -3.03069  -3.62410
H  1.69135  -2.74444  -2.05040
C  2.01018  2.85406  4.73452
C  3.01896  1.79579  4.31851
C  2.91488  0.49363  5.11152
O  1.70979  -0.19651  4.81069
C  1.61200  -1.44247  5.50810
N  2.94204  1.59663  2.86177
H  1.92446  3.68808  4.04206
H  2.07718  3.15186  5.78049
H  1.01471  2.39438  4.66567
H  4.04693  2.14947  4.43438
H  3.05841  0.53931  6.19715
H  3.80042  -0.06803  4.78406
H  2.36058  -2.14862  5.14272
H  0.61433  -1.80166  5.26487
H  1.72512  -1.21328  6.57051
H  3.76065  1.08186  2.51020
H  2.21712  0.93221  2.59154
C  -2.38201  -1.99884  7.41558
C  -3.72632  -1.47150  6.93638
C  -4.25800  -2.04599  5.63006
O  -3.46625  -1.66412  4.52917
C  -3.72502  -2.44651  3.38872
N  -4.72264  -1.75778  7.99209
H  -2.39534  -3.06754  7.63572
H  -2.11021  -1.48359  8.33737
H  -1.63568  -1.81553  6.64285
H  -3.61251  -0.39109  6.79015
H  -5.24669  -1.59306  5.44337
H  -4.41593  -3.12559  5.73580
H  -3.45311  -3.49518  3.54622
H  -3.08948  -2.18631  2.53815
H  -4.76184  -2.35523  3.05011
H  -5.60922  -1.36395  7.69297
H  -4.38102  -1.25321  8.80223
C  -1.48655  0.78811  2.63100
C  -1.76835  1.30152  4.04782
C  -3.28382  1.38104  4.28728
O  -3.92367  2.51324  3.69361
C  -3.61684  3.74231  4.30610
N  -1.24059  0.30943  4.98238
H  -2.06486  1.36396  1.90196
H  -1.74216  -0.26361  2.49515
H  -0.40994  0.82676  2.45913
H  -1.26702  2.26034  4.18680
H  -3.51636  1.42300  5.35656
H  -3.81558  0.56580  3.80268
H  -2.58661  4.07852  4.17911
H  -3.99627  3.77476  5.33201
H  -4.20671  4.52706  3.82205
H  -0.23392  0.16033  4.85382
H  -1.64716  -0.57893  4.70170

Forces on atoms 1 to 6 (eV/Å):
Mn 1.03 -0.52 0.67
C -1.10 -2.59 -0.98
F 0.22 0.94 -0.11
F 0.17 0.86 0.09
F 0.29 0.39 0.35
S -1.57 -0.83 0.01

Values from the calculation:
expectation value of S²: 8.753
E_HOMO (alpha / beta): -10.36 / -10.36 eV
total energy: -151845.8268 eV
multiplicity: 6
frontier orbital gap (alpha / beta): 7.6 / 7.0 eV
LUMO energy (alpha / beta): -2.776 / -3.317 eV
molar mass: 1273.66 g mol⁻¹
charge: +1
energy relative to the best compared isomer or geometry (same formula, charge and spin): 127.7 kJ/mol

---

2.
Below is a structure of composition C49H29CoN9, with properties calculated with ωB97M-V/def2-TZVPD.

Geometry (Å):
Co  0.02947  -0.21781  -0.07573
C  -4.85615  1.43972  4.63626
C  -5.32431  2.28758  3.63657
C  -4.66255  2.37976  2.41306
C  -3.55229  1.58304  2.20828
C  -2.59600  1.49495  1.08571
N  -2.32792  2.44981  0.30290
C  -1.31580  2.55730  -0.60097
C  -1.29074  3.59937  -1.55283
C  -2.14139  4.68640  -1.84062
C  -1.82761  5.50237  -2.89887
C  -0.67751  5.26790  -3.69852
C  0.16159  4.21290  -3.42661
C  -0.14106  3.37283  -2.34467
C  0.49442  2.21329  -1.81194
N  1.64143  1.72203  -2.40508
C  2.30884  0.78137  -1.82244
N  1.97613  0.12250  -0.69136
C  3.08374  -0.48575  -0.18759
N  3.27006  -0.91786  1.00956
C  2.29803  -0.75558  1.97915
N  1.02645  -0.32631  1.86022
C  0.44181  -0.43301  3.10234
N  -0.83768  -0.14395  3.45176
C  -1.82894  0.12993  2.71413
N  -1.90880  0.20203  1.23968
C  -3.08099  0.73277  3.21245
C  -3.71589  0.66306  4.43851
C  1.37972  -0.90291  4.05286
C  1.32950  -1.17449  5.43278
C  2.45715  -1.66384  6.04776
C  3.65063  -1.89964  5.31914
C  3.71259  -1.63477  3.96976
C  2.57336  -1.12822  3.33034
C  4.16384  -0.42793  -1.20799
C  5.44656  -0.94170  -1.24699
C  6.22824  -0.65712  -2.36293
C  5.74005  0.14579  -3.39417
C  4.45727  0.68301  -3.33497
C  3.67680  0.37273  -2.23683
N  -0.20966  1.74131  -0.75617
H  -5.38240  1.39008  5.58276
H  -6.20894  2.88782  3.81609
H  -4.99545  3.06220  1.64085
H  -3.02026  4.86452  -1.23181
H  -2.46828  6.34608  -3.13464
H  -0.46634  5.93233  -4.52938
H  1.04407  4.01878  -4.02489
H  -3.32123  0.02763  5.22143
H  0.41582  -0.99907  5.98914
H  2.43890  -1.87815  7.11161
H  4.51864  -2.29286  5.83740
H  4.61615  -1.80999  3.39756
H  5.81826  -1.54456  -0.42786
H  7.23342  -1.05812  -2.43265
H  6.37341  0.35671  -4.24881
H  4.07176  1.32599  -4.11653
C  -1.97179  -0.23859  -4.05775
C  -1.87638  -1.57944  -4.39586
C  -1.32636  -2.45691  -3.48648
C  -0.87623  -1.98557  -2.24912
N  -0.92842  -0.67716  -1.94774
C  -1.47762  0.16171  -2.83013
C  -0.36584  -2.84670  -1.17466
C  -0.41412  -4.23943  -1.29471
C  -0.01318  -5.04456  -0.24761
C  0.42889  -4.43671  0.92361
C  0.47406  -3.05563  1.03011
C  0.08238  -2.19083  -0.00938
H  -2.40451  0.49512  -4.72396
H  -2.23260  -1.93762  -5.35525
H  -1.24864  -3.50731  -3.72459
H  -1.53799  1.19977  -2.53971
H  -0.78340  -4.70688  -2.20043
H  -0.05204  -6.12463  -0.33618
H  0.74073  -5.04607  1.76616
H  0.81150  -2.64858  1.97334
C  -4.21808  -2.98564  -0.31521
C  -3.41411  -3.17568  0.80088
C  -2.68023  -2.12684  1.32936
C  -2.73030  -0.86820  0.73523
C  -3.55366  -0.66966  -0.36970
C  -4.28440  -1.72540  -0.89318
H  -4.77739  -3.81257  -0.73613
H  -3.33522  -4.15562  1.25601
H  -2.03074  -2.28725  2.17971
H  -3.59636  0.30795  -0.83343
H  -4.90031  -1.55824  -1.76940

Forces on atoms 1 to 6 (eV/Å):
Co 0.02 -0.13 -0.05
C 0.00 0.00 0.00
C 0.00 0.00 0.00
C 0.00 0.00 0.00
C -0.03 0.02 0.01
C -0.03 -0.04 0.01

Values from the calculation:
expectation value of S²: 0.763
E_HOMO (alpha / beta): -0.51 / -0.51 eV
total energy: -102325.0310 eV
multiplicity: 2
frontier orbital gap (alpha / beta): 5.0 / 5.0 eV
LUMO energy (alpha / beta): 4.478 / 4.478 eV
molar mass: 802.77 g mol⁻¹
charge: -2
energy relative to the best compared isomer or geometry (same formula, charge and spin): 62.1 kJ/mol